(1)
Computed, not measured: a molecular structure, C38H32BF2I2N5O2P2Tc, with wB97M-V/def2-TZVPD.

Cartesian coordinates (Å):
Tc (0.99258, 1.10070, -0.33300)
I (0.69638, 5.37563, 2.46671)
C (1.77351, 3.63838, 2.90037)
C (2.48306, 3.46500, 4.08753)
C (3.16854, 2.29639, 4.34212)
I (4.25238, 2.13678, 6.13071)
C (3.12432, 1.20923, 3.42652)
C (3.73744, -0.04577, 3.59540)
C (3.53738, -1.02810, 2.65436)
C (2.75878, -0.76955, 1.52786)
N (2.20445, 0.41551, 1.30657)
C (2.37701, 1.39036, 2.24178)
C (1.74434, 2.62676, 1.94136)
O (1.15784, 2.72478, 0.78162)
H (2.50071, 4.26356, 4.81493)
H (4.36052, -0.23258, 4.45822)
H (3.97879, -2.00486, 2.77595)
H (2.57956, -1.53589, 0.78540)
N (-0.78361, -1.47720, -0.11018)
P (-0.70688, -0.33505, 1.16840)
C (-2.37695, 0.31505, 1.45872)
C (-3.43980, -0.55619, 1.68253)
C (-4.70467, -0.04237, 1.91188)
C (-4.90758, 1.33116, 1.92833)
C (-3.84686, 2.19731, 1.70549)
C (-2.57897, 1.69014, 1.47108)
C (-0.44316, -1.40713, 2.60746)
C (-0.46923, -0.82206, 3.87358)
C (-0.40889, -1.61708, 5.00338)
C (-0.32287, -2.99726, 4.87353)
C (-0.25920, -3.57814, 3.61607)
C (-0.30474, -2.78664, 2.47990)
P (0.25881, -0.99102, -1.37852)
C (1.40197, -2.41298, -1.46466)
C (2.76220, -2.22398, -1.68820)
C (3.60833, -3.31767, -1.78683)
C (3.09664, -4.60003, -1.66462)
C (1.74003, -4.79236, -1.43684)
C (0.89212, -3.70333, -1.34101)
C (-0.63156, -1.24355, -2.94564)
C (0.13740, -1.15791, -4.10580)
C (-0.42907, -1.45144, -5.33392)
C (-1.76077, -1.83203, -5.40931)
C (-2.53283, -1.89305, -4.25933)
C (-1.97551, -1.58893, -3.02670)
H (-1.71528, -1.78209, -0.37198)
H (-3.26618, -1.62599, 1.69428)
H (-5.53353, -0.71355, 2.08848)
H (-5.89333, 1.72678, 2.12740)
H (-4.00304, 3.26690, 1.72035)
H (-1.74192, 2.35987, 1.30326)
H (-0.55670, 0.25450, 3.96813)
H (-0.44402, -1.16677, 5.98507)
H (-0.29961, -3.62019, 5.75590)
H (-0.18418, -4.65191, 3.51743)
H (-0.24151, -3.23423, 1.49872)
H (3.15207, -1.21735, -1.78797)
H (4.66467, -3.16964, -1.95892)
H (3.75657, -5.45116, -1.74786)
H (1.34544, -5.79342, -1.33919)
H (-0.16700, -3.85097, -1.17284)
H (1.18070, -0.87207, -4.03870)
H (0.16980, -1.39538, -6.23160)
H (-2.19963, -2.08001, -6.36465)
H (-3.57332, -2.18064, -4.31986)
H (-2.60469, -1.61070, -2.14672)
C (-3.53837, 2.07065, -2.88688)
N (-2.21215, 2.63792, -2.68432)
C (-1.83577, 3.81211, -3.23375)
C (-0.60270, 4.32414, -3.01734)
C (0.31654, 3.57347, -2.23606)
N (-0.05925, 2.38451, -1.71905)
C (-1.34407, 1.95015, -1.86875)
O (-1.72376, 0.95410, -1.26224)
N (1.53463, 4.03922, -2.00860)
H (-4.05300, 2.62849, -3.66364)
H (-4.11370, 2.11167, -1.96192)
H (-3.44059, 1.03016, -3.18997)
H (-2.56871, 4.32161, -3.84210)
H (-0.32100, 5.28255, -3.42126)
H (1.82987, 4.91888, -2.39864)
H (2.19045, 3.51597, -1.45205)
F (2.82350, 1.31194, -2.74625)
B (2.81121, 1.14060, -1.42761)
F (4.01967, 1.06730, -0.89158)

Charge: +2
Multiplicity: 4
⟨S²⟩: 3.793
HOMO (alpha / beta): -12.80 / -12.96 eV
Energy relative to the best compared isomer or geometry (same formula, charge and spin): 25.3 kcal/mol
Gap between HOMO and LUMO (alpha / beta): 7.33 / 5.52 eV



(2)
Computed, not measured: a molecular structure, C24H20FNO4S2, with wB97M-V/def2-TZVPD.

Cartesian coordinates (Å):
C (-4.43314, -2.15934, -0.71257)
N (-3.42164, -1.08523, -0.70897)
C (-2.09789, -1.29022, -0.37262)
C (-1.44551, -0.03352, -0.21063)
C (-0.21566, 0.11958, 0.46097)
C (0.37900, 1.44331, 0.67299)
C (0.65015, 2.38145, -0.35756)
C (1.06256, 3.69397, -0.03888)
C (1.20905, 4.15126, 1.29341)
C (1.46027, 5.61970, 1.64380)
C (1.07109, 3.15927, 2.28712)
C (0.74747, 1.83211, 1.97720)
C (-2.44665, 0.96731, -0.53716)
C (-2.51293, 2.32014, -0.24818)
C (-3.64136, 3.06115, -0.58591)
C (-4.74597, 2.40373, -1.14932)
C (-4.76489, 1.00224, -1.29195)
C (-3.63223, 0.28560, -0.91362)
H (-5.30642, -1.90293, -1.33201)
H (-3.93297, -3.05086, -1.10608)
H (-4.80280, -2.42072, 0.29835)
H (-1.73706, -2.31845, -0.35747)
H (-0.18022, -0.53290, 1.35190)
H (0.56792, 2.05833, -1.41146)
H (1.22839, 4.39268, -0.87189)
H (1.51434, 5.70997, 2.73894)
H (2.41133, 5.98203, 1.21879)
H (0.65599, 6.29979, 1.29934)
H (1.08652, 3.47191, 3.33798)
H (0.65151, 1.09765, 2.77956)
H (-1.70068, 2.79446, 0.27636)
H (-3.68320, 4.13404, -0.38506)
H (-5.63319, 2.96927, -1.44840)
H (-5.62823, 0.45994, -1.67650)
F (1.02850, -1.93363, 2.14268)
C (1.11957, -1.50175, 0.84573)
S (0.72046, -2.75775, -0.33455)
O (0.04457, -3.82887, 0.37100)
O (0.10953, -2.16569, -1.51051)
C (2.32311, -3.47497, -0.76800)
C (3.37395, -2.66749, -0.37313)
C (4.69987, -3.11364, -0.37500)
C (4.94213, -4.41035, -0.86570)
C (3.86861, -5.23286, -1.29131)
C (2.53527, -4.78049, -1.22512)
S (2.82060, -1.15152, 0.44277)
O (2.89650, -0.03315, -0.47305)
O (3.58423, -1.16071, 1.67831)
H (5.48189, -2.41892, -0.03768)
H (5.97872, -4.77438, -0.92084)
H (4.07437, -6.24021, -1.68152)
H (1.66517, -5.37035, -1.54453)

HOMO: -7.51 eV
Energy relative to the best compared isomer or geometry (same formula, charge and spin): 54.0 kcal/mol
Gap between HOMO and LUMO: 6.73 eV



(3)
Computed, not measured: C8H12N4O2 in the gas phase, with wB97M-V/def2-TZVPD.

Cartesian coordinates (Å):
C (-0.84931, -1.51376, 1.72200)
C (-1.51647, -0.64621, 0.71231)
O (-2.72969, -0.68902, 0.68629)
N (-0.72371, 0.12752, -0.14054)
C (-1.21318, 1.19800, -0.86573)
C (-2.71842, 1.31372, -1.04448)
O (-0.47654, 1.88473, -1.55437)
C (0.74927, 0.16853, 0.08001)
C (1.53946, 0.72654, 1.10653)
N (1.19899, 1.06056, 2.40053)
N (2.83125, 0.51692, 0.73501)
C (2.82519, -0.16143, -0.41987)
N (1.55575, -0.37377, -0.90333)
C (1.35010, -0.99602, -2.22023)
H (-0.34758, -0.99895, 2.49381)
H (-1.58225, -2.18262, 2.03435)
H (-0.02251, -2.22757, 1.51267)
H (-3.14174, 1.56043, -0.08292)
H (-3.01857, 1.82409, -1.97698)
H (-3.16625, 0.39502, -1.30006)
H (0.25577, 0.99466, 2.68675)
H (1.81769, 1.76538, 2.86894)
H (3.64064, -0.54388, -0.92862)
H (0.77732, -0.22345, -2.76266)
H (2.27907, -1.17299, -2.55901)
H (0.68573, -1.80642, -2.28041)

HOMO: -7.94 eV
Energy relative to the best compared isomer or geometry (same formula, charge and spin): 0.0 kcal/mol
Gap between HOMO and LUMO: 8.59 eV
SMILES: CC(=O)N(C(C)=O)c1c(N)ncn1C



(4)
Computed, not measured: a molecular structure, C3H2CoO2, with wB97M-V/def2-TZVPD.

Cartesian coordinates (Å):
O (1.33469, -0.76172, 0.26425)
C (0.09106, -0.98114, 0.04878)
C (-0.86948, -0.00951, -0.16266)
O (-0.76562, 1.24984, 0.48529)
C (0.19962, 1.79443, -0.13226)
Co (2.09025, 0.91872, 0.24003)
H (-0.21629, -2.01066, -0.19139)
H (-1.86423, -0.19995, -0.55205)

Charge: +1
Multiplicity: 5
⟨S²⟩: 6.021
HOMO (alpha / beta): -13.04 / -13.99 eV
Energy relative to the best compared isomer or geometry (same formula, charge and spin): 18.1 kcal/mol
Gap between HOMO and LUMO (alpha / beta): 6.73 / 6.87 eV



(5)
Computed, not measured: a molecular structure, C44H49ClN2O3P2SSiSn, with wB97M-V/def2-TZVPD.

Cartesian coordinates (Å):
Sn (-0.87925, -0.54276, 1.48625)
O (-0.39422, 0.94158, 3.47987)
C (-0.72450, 0.52404, 4.81239)
C (-0.43741, -0.94315, 4.95528)
C (0.04812, -1.47411, 6.14046)
C (0.22904, -2.84456, 6.23406)
C (-0.05565, -3.63539, 5.12966)
C (-0.51282, -3.01625, 3.98201)
N (-0.71387, -1.70071, 3.89505)
H (-0.82076, 1.79339, 3.31514)
H (-1.79049, 0.68778, 4.99872)
H (-0.14713, 1.09549, 5.53999)
H (0.27299, -0.81972, 6.97246)
H (0.59077, -3.29197, 7.15012)
H (0.07930, -4.70735, 5.15818)
H (-0.73552, -3.58848, 3.08703)
C (6.27008, -0.92490, -3.63573)
S (4.68926, -0.14197, -4.04856)
C (4.71867, 1.27689, -2.89181)
C (3.33420, 1.57085, -2.31369)
C (2.79966, 0.40388, -1.48331)
N (1.47264, 0.69640, -0.89379)
P (0.00616, -0.10371, -1.41811)
C (0.40944, -0.64626, -3.11039)
C (0.67959, -1.99145, -3.35251)
C (1.02555, -2.41242, -4.62729)
C (1.09570, -1.49550, -5.66465)
C (0.80479, -0.15749, -5.43338)
C (0.45798, 0.26903, -4.16219)
C (-1.13231, 1.29107, -1.74616)
C (-2.41089, 0.95027, -2.19073)
C (-3.35268, 1.93578, -2.43728)
C (-3.03263, 3.26846, -2.21322)
C (-1.76338, 3.61367, -1.77360)
C (-0.81286, 2.62808, -1.54109)
P (1.40202, 1.07044, 0.77619)
C (2.57238, 2.44821, 0.96321)
C (3.94575, 2.26441, 1.10709)
C (4.78590, 3.36466, 1.16193)
C (4.26322, 4.64938, 1.09106)
C (2.89383, 4.83817, 0.97523)
C (2.04890, 3.74135, 0.91856)
C (2.22470, -0.32285, 1.63214)
C (2.65139, -0.15032, 2.95157)
C (3.08404, -1.23538, 3.69581)
C (3.09021, -2.50807, 3.13812)
C (2.67006, -2.69333, 1.82974)
C (2.23027, -1.60810, 1.08272)
H (6.35286, -1.81422, -4.25551)
H (6.28375, -1.20608, -2.58406)
H (7.09101, -0.24790, -3.85991)
H (5.09185, 2.13848, -3.44174)
H (5.42593, 1.03666, -2.09554)
H (2.63379, 1.78534, -3.12131)
H (3.40160, 2.45921, -1.68083)
H (3.50645, 0.18972, -0.67839)
H (2.75163, -0.47973, -2.11595)
H (0.61941, -2.71323, -2.54447)
H (1.24170, -3.45607, -4.81451)
H (1.37855, -1.82176, -6.65645)
H (0.84297, 0.55406, -6.24790)
H (0.21110, 1.30788, -3.98174)
H (-2.64672, -0.09409, -2.37908)
H (-4.33596, 1.67891, -2.81199)
H (-3.76985, 4.03964, -2.39695)
H (-1.50641, 4.65546, -1.62772)
H (0.19377, 2.89602, -1.25108)
H (4.35958, 1.26616, 1.17991)
H (5.85321, 3.21855, 1.26407)
H (4.92377, 5.50471, 1.14017)
H (2.48279, 5.83831, 0.93541)
H (0.97677, 3.88260, 0.84136)
H (2.65063, 0.84408, 3.38363)
H (3.42871, -1.09040, 4.71184)
H (3.43075, -3.35171, 3.72425)
H (2.70670, -3.67717, 1.37926)
H (1.94204, -1.75601, 0.04708)
Cl (-7.56718, 3.36013, 0.00563)
C (-6.07595, 2.60095, 0.40760)
C (-5.09502, 3.33742, 1.12018)
C (-3.90586, 2.76952, 1.46033)
C (-3.59071, 1.42514, 1.13232)
O (-2.48380, 0.95230, 1.56808)
C (-4.58710, 0.67908, 0.38504)
C (-4.46757, -0.61676, -0.06213)
O (-3.43163, -1.40291, -0.04493)
C (-5.82982, 1.31875, 0.05593)
H (-5.31491, 4.36080, 1.39615)
H (-3.16006, 3.33215, 2.00551)
H (-5.36041, -1.03082, -0.53648)
H (-6.57681, 0.76476, -0.49981)
C (-4.55260, -3.93492, 0.68912)
Si (-3.61932, -3.05493, -0.67512)
C (-4.47886, -2.85122, -2.32964)
C (-1.86003, -3.68122, -0.88471)
H (-5.19748, -4.71606, 0.28245)
H (-5.18400, -3.25124, 1.26026)
H (-3.86296, -4.41002, 1.38829)
H (-5.40447, -3.42566, -2.39282)
H (-3.83204, -3.19618, -3.13718)
H (-4.72653, -1.80827, -2.53796)
H (-1.76656, -4.19587, -1.84320)
H (-1.59525, -4.40538, -0.11250)
H (-1.12570, -2.87402, -0.88479)

Charge: +2
HOMO: -11.96 eV
Gap between HOMO and LUMO: 5.90 eV



(6)
Computed, not measured: a gas-phase ion, C4H12N2S (charge +1), with wB97M-V/def2-TZVPD.

Cartesian coordinates (Å):
C (0.46236, -0.61959, 0.04161)
N (-0.49643, -0.03615, 1.00754)
C (0.22711, 0.31760, 2.33277)
N (0.17197, 1.78088, 2.45714)
C (-0.29988, -1.11021, -1.20522)
C (-0.52287, -0.11683, -2.32469)
S (0.53070, 0.17786, -3.66450)
H (1.32441, -0.04405, -0.30283)
H (0.89920, -1.60584, 0.50331)
H (-0.77893, 0.85661, 0.66424)
H (1.35718, -0.13696, 2.29764)
H (-0.35839, -0.12013, 3.20522)
H (-0.69183, 2.16508, 2.73215)
H (0.87536, 2.24988, 2.96027)
H (0.25267, -2.05103, -1.59008)
H (-1.33178, -1.49249, -0.67573)
H (-1.65150, -0.05139, -2.59862)
H (-0.62279, 0.90756, -1.78554)
H (0.65347, -1.07078, -4.05468)

Charge: +1
Multiplicity: 2
⟨S²⟩: 0.756
HOMO (alpha / beta): -12.94 / -12.36 eV
Energy relative to the best compared isomer or geometry (same formula, charge and spin): 79.3 kcal/mol
Gap between HOMO and LUMO (alpha / beta): 10.32 / 3.64 eV